(1)
Computed, not measured: C18H20Cl3GeMoN3Sb2Se4 as an isolated structure, with wB97M-V/def2-TZVPD.

Last column: Löwdin spin population.
CARTESIAN COORDINATES (ANGSTROEM)
Mo (-0.0632, -0.2795, 0.0030)  0.000
C (0.0053, 0.2372, -4.4339)  0.000
C (1.3618, 0.3334, -4.7078)  0.000
C (2.2568, 0.3478, -3.6573)  0.000
C (1.7853, 0.2595, -2.3544)  0.000
N (0.4665, 0.1426, -2.0949)  0.000
C (-0.3946, 0.1460, -3.1184)  0.000
C (2.6542, 0.3361, -1.1801)  0.000
C (4.0232, 0.5483, -1.2136)  0.000
C (4.7097, 0.6580, -0.0165)  0.000
C (4.0307, 0.5663, 1.1869)  0.000
C (2.6618, 0.3488, 1.1656)  0.000
N (2.0127, 0.2286, -0.0049)  0.000
C (1.8017, 0.2754, 2.3462)  0.000
C (2.2807, 0.3886, 3.6447)  0.000
C (1.3929, 0.3786, 4.7012)  0.000
C (0.0365, 0.2590, 4.4370)  0.000
C (-0.3699, 0.1441, 3.1258)  0.000
N (0.4831, 0.1392, 2.0966)  0.000
H (-0.7342, 0.2337, -5.2208)  0.000
H (1.7164, 0.4057, -5.7264)  0.000
H (3.3144, 0.4374, -3.8528)  0.000
H (-1.4400, 0.0696, -2.8602)  0.000
H (4.5513, 0.6459, -2.1492)  0.000
H (5.7767, 0.8320, -0.0208)  0.000
H (4.5652, 0.6759, 2.1175)  0.000
H (3.3382, 0.4959, 3.8315)  0.000
H (1.7530, 0.4716, 5.7162)  0.000
H (-0.6981, 0.2564, 5.2284)  0.000
H (-1.4160, 0.0489, 2.8759)  0.000
Cl (1.2673, 3.3117, -1.5173)  0.000
Ge (-0.0815, 2.4631, 0.0037)  0.000
Cl (0.7750, 3.3330, 1.8353)  0.000
Cl (-1.8435, 3.7258, -0.2700)  0.000
Se (-1.8315, -6.0414, -1.8205)  0.444
Sb (-0.3185, -5.6977, -0.0384)  -0.013
Se (-0.5512, -2.4530, 0.0190)  -0.002
Se (-2.0607, -6.1322, 1.5495)  0.586
Se (1.9995, -5.4500, 0.1651)  -0.015
C (-3.6308, 1.0720, 1.7261)  0.000
Sb (-2.7500, 0.1616, 0.0144)  0.000
C (-3.6419, 1.2153, -1.6081)  0.000
C (-3.9438, -1.6062, -0.0699)  0.000
H (-4.6775, 1.2765, 1.5067)  0.000
H (-3.1261, 2.0012, 1.9769)  0.000
H (-3.5872, 0.3804, 2.5669)  0.000
H (-4.6948, 1.3695, -1.3762)  0.000
H (-3.5792, 0.6084, -2.5112)  0.000
H (-3.1610, 2.1767, -1.7621)  0.000
H (-5.0015, -1.3487, -0.0517)  0.000
H (-3.7080, -2.2444, 0.7807)  0.000
H (-3.7154, -2.1529, -0.9839)  0.000

Summary:
charge	+1
LUMO level (spin up / spin down)	-0.1635 / -0.1727	hartree
HOMO-LUMO gap (spin up / spin down)	6.6 / 6.2	eV
HOMO energy (spin up / spin down)	-11.04 / -10.92	eV
2S+1	2

---

(2)
Computed, not measured: C18H20ClN3O6S in the gas phase in a non-equilibrium geometry, with wB97M-V/def2-TZVPD.

Last column: Löwdin charge in e.
CARTESIAN COORDINATES (ANGSTROEM)
C (-1.0311, 7.1911, -0.4870)  -0.065
C (-1.0636, 7.4900, -1.9768)  -0.277
O (-0.3758, 6.4593, -2.6486)  -0.188
C (-0.3403, 6.6084, -4.0495)  -0.225
C (0.5254, 5.5090, -4.6605)  -0.148
C (-0.0282, 4.1086, -4.3865)  -0.239
N (0.1085, 3.7119, -2.9992)  -0.119
S (1.6353, 3.1944, -2.5349)  0.652
O (2.3214, 2.6967, -3.6921)  -0.286
O (2.2878, 4.1788, -1.7163)  -0.292
C (1.1731, 1.8163, -1.4926)  -0.280
C (0.7980, 0.6230, -2.0776)  -0.039
C (0.4067, -0.4429, -1.2881)  0.015
C (0.3969, -0.3028, 0.0990)  -0.204
N (0.0130, -1.3362, 0.9595)  0.143
C (-0.4120, -2.5936, 0.6456)  -0.451
O (-0.5476, -3.0358, -0.4690)  0.083
C (-0.7403, -3.4003, 1.8749)  -0.147
C (-1.6617, -2.9147, 2.7994)  -0.008
C (-2.0300, -3.6700, 3.8956)  0.018
C (-1.4611, -4.9260, 4.0647)  -0.137
N (-1.8363, -5.7263, 5.2139)  -0.361
O (-2.6222, -5.2398, 5.9950)  0.090
O (-1.3385, -6.8229, 5.3179)  0.095
C (-0.5407, -5.4344, 3.1608)  -0.004
C (-0.1846, -4.6695, 2.0602)  -0.578
Cl (0.9690, -5.2800, 0.9451)  0.770
C (0.7826, 0.9073, 0.6787)  -0.011
C (1.1676, 1.9668, -0.1194)  -0.052
H (0.0000, 7.0844, -0.1616)  0.079
H (-1.5028, 7.9986, 0.0656)  0.074
H (-1.5567, 6.2622, -0.2811)  0.074
H (-2.1030, 7.5465, -2.3394)  0.123
H (-0.5803, 8.4572, -2.1854)  0.123
H (-1.3651, 6.5554, -4.4548)  0.128
H (0.0739, 7.5955, -4.3089)  0.126
H (1.5292, 5.5656, -4.2362)  0.116
H (0.5869, 5.6758, -5.7367)  0.119
H (0.5273, 3.3728, -4.9704)  0.107
H (-1.0887, 4.0547, -4.6525)  0.123
H (-0.1841, 4.4680, -2.3901)  0.087
H (0.8287, 0.5386, -3.1515)  0.119
H (0.1135, -1.3788, -1.7331)  0.105
H (0.0956, -1.1157, 1.9433)  0.145
H (-2.1098, -1.9448, 2.6427)  0.125
H (-2.7467, -3.3097, 4.6172)  0.122
H (-0.1157, -6.4134, 3.3199)  0.122
H (0.7814, 1.0116, 1.7546)  0.113
H (1.4790, 2.9094, 0.3012)  0.113

Summary:
charge	0
LUMO level	-0.0392	hartree
HOMO-LUMO gap	8.0	eV
ΔE to the lowest compared entry with this formula, charge and spin	2.1	kJ/mol
SMILES string	CCOCCCNS(=O)(=O)c1ccc(NC(=O)c2ccc([N+](=O)[O-])cc2Cl)cc1
HOMO energy	-9.06	eV

---

(3)
Computed, not measured: C18H20ClNO11P2RuS2 as an isolated structure in a non-equilibrium geometry, with wB97M-V/def2-TZVPD.

Last column: Löwdin spin population.
CARTESIAN COORDINATES (ANGSTROEM)
Ru (0.1120, 0.3257, 0.3209)  1.114
C (-3.1376, 1.4045, 3.0576)  0.000
C (-3.1343, -0.0701, 2.6897)  0.000
O (-4.1199, -0.8274, 3.3857)  0.000
P (-1.5132, -0.8348, 3.0892)  0.003
O (-1.6698, -2.3954, 2.8783)  0.000
O (-1.5002, -0.7422, 4.6989)  0.002
O (-0.2382, -0.2668, 2.5768)  0.024
P (-3.4602, -0.2412, 0.8636)  0.004
O (-3.4094, -1.8778, 0.6915)  0.000
O (-4.8123, 0.2408, 0.5252)  0.004
O (-2.2537, 0.3274, 0.1721)  0.034
H (-3.0381, 1.5349, 4.1378)  0.000
H (-4.0733, 1.8478, 2.7157)  0.000
H (-2.3096, 1.9061, 2.5605)  0.000
H (-3.9386, -0.7640, 4.3315)  0.000
H (-1.8996, -2.5872, 1.9419)  0.000
H (-0.6089, -0.4607, 4.9600)  0.000
H (-4.2805, -2.2031, 0.9701)  0.000
C (-0.8122, 2.4882, -1.8479)  0.001
C (-0.7254, 1.1860, -2.5748)  0.001
C (-0.8086, 1.1124, -3.9819)  -0.002
C (-0.7817, -0.1039, -4.5958)  0.004
C (-0.6629, -1.2845, -3.8326)  -0.001
C (-0.6782, -2.5740, -4.4011)  0.001
C (-0.5401, -3.6727, -3.5974)  -0.001
C (-0.3582, -3.5299, -2.2160)  -0.001
C (-0.3241, -2.2844, -1.6186)  -0.009
S (-0.0514, -2.1504, 0.0874)  -0.073
C (-0.5138, -1.1370, -2.4314)  -0.002
N (-0.5635, 0.0905, -1.8588)  -0.032
H (-1.2957, 3.2550, -2.4526)  0.000
H (0.1891, 2.8338, -1.5797)  0.000
H (-1.3832, 2.3408, -0.9311)  0.001
H (-0.9019, 2.0243, -4.5553)  0.000
H (-0.8469, -0.1832, -5.6751)  0.000
H (-0.8039, -2.6724, -5.4729)  0.000
H (-0.5509, -4.6660, -4.0296)  0.000
H (-0.2260, -4.4040, -1.5908)  -0.001
O (1.3449, 3.5031, 0.4489)  -0.001
Cl (0.9422, 2.7965, 1.6281)  0.001
O (1.1497, 3.5869, 2.7954)  0.007
O (-0.4606, 2.4470, 1.5102)  0.008
O (1.7038, 1.5637, 1.7239)  0.039
S (2.1279, 0.3799, -1.2280)  -0.094
C (3.6011, 0.4082, -0.2770)  -0.003
C (4.2566, -0.7845, 0.0314)  -0.009
C (5.4671, -0.7620, 0.7059)  0.001
C (6.0350, 0.4477, 1.0827)  -0.010
C (5.3793, 1.6361, 0.7889)  0.001
C (4.1700, 1.6215, 0.1131)  -0.009
H (3.8023, -1.7225, -0.2608)  0.000
H (5.9684, -1.6939, 0.9394)  0.000
H (6.9835, 0.4640, 1.6057)  -0.001
H (5.8112, 2.5833, 1.0894)  0.000
H (3.6425, 2.5397, -0.1078)  0.000

Summary:
charge	-1
LUMO level (spin up / spin down)	0.0587 / 0.0766	hartree
HOMO-LUMO gap (spin up / spin down)	6.6 / 7.0	eV
ΔE to the lowest compared entry with this formula, charge and spin	259.7	kJ/mol
HOMO energy (spin up / spin down)	-5.01 / -4.90	eV
2S+1	2

---

(4)
Computed, not measured: C18H20ClNO11P2RuS2 as an isolated structure, with wB97M-V/def2-TZVPD.

Last column: Löwdin spin population.
CARTESIAN COORDINATES (ANGSTROEM)
Ru (-0.4899, -0.1549, 0.4905)  0.797
C (-4.7077, -0.4143, 0.2470)  0.001
C (-4.2483, 0.1960, 1.5721)  0.000
O (-5.3550, 0.5343, 2.4038)  0.000
P (-3.2988, 1.7054, 1.2429)  0.000
O (-4.3920, 2.6441, 0.5284)  0.000
O (-3.0172, 2.4850, 2.5722)  0.000
O (-2.1085, 1.5219, 0.3645)  -0.001
P (-3.1875, -1.0735, 2.4125)  0.004
O (-2.7935, -0.3234, 3.7708)  0.001
O (-3.9632, -2.3040, 2.6195)  0.002
O (-1.9400, -1.1417, 1.5392)  0.024
H (-5.3566, 0.2822, -0.2904)  0.000
H (-5.2587, -1.3261, 0.4757)  0.000
H (-3.8582, -0.6664, -0.3879)  0.001
H (-5.9581, 1.0767, 1.8816)  0.000
H (-4.0187, 3.0412, -0.2682)  0.000
H (-2.1298, 2.2711, 2.9363)  0.000
H (-1.8476, -0.2998, 3.9885)  0.000
C (0.4686, 2.9603, -0.2216)  0.000
C (1.5720, 1.9561, -0.2970)  0.002
C (2.8639, 2.4466, -0.6207)  -0.001
C (3.9047, 1.5964, -0.7791)  0.003
C (3.7026, 0.2103, -0.5945)  0.000
C (4.7407, -0.7245, -0.7793)  0.000
C (4.4918, -2.0563, -0.5815)  -0.001
C (3.2239, -2.4885, -0.1807)  -0.001
C (2.1836, -1.5991, 0.0222)  0.000
S (0.6330, -2.1230, 0.5661)  -0.009
C (2.4142, -0.2184, -0.2150)  0.005
N (1.3560, 0.6709, -0.0832)  -0.002
H (0.6596, 3.7561, -0.9429)  0.000
H (0.4402, 3.3997, 0.7775)  0.000
H (-0.5015, 2.5189, -0.4144)  0.000
H (2.9812, 3.5133, -0.7556)  0.000
H (4.8907, 1.9574, -1.0488)  0.000
H (5.7209, -0.3690, -1.0722)  0.000
H (5.2799, -2.7848, -0.7278)  0.000
H (3.0383, -3.5425, -0.0157)  0.000
O (-0.5003, 0.7428, 4.6542)  0.001
Cl (0.2973, 1.2094, 3.5503)  0.001
O (1.5532, 1.7146, 3.9968)  0.000
O (-0.4265, 2.2574, 2.8446)  0.001
O (0.5175, 0.0886, 2.6344)  0.007
S (-1.1619, -0.3310, -1.6253)  0.137
C (0.0808, -1.2380, -2.5175)  0.018
C (1.1464, -0.5778, -3.1205)  0.003
C (2.1323, -1.2928, -3.7881)  0.001
C (2.0595, -2.6753, -3.8607)  -0.002
C (0.9981, -3.3412, -3.2594)  0.001
C (0.0175, -2.6288, -2.5874)  0.003
H (1.2066, 0.5022, -3.0531)  0.002
H (2.9619, -0.7663, -4.2441)  0.000
H (2.8338, -3.2344, -4.3714)  0.000
H (0.9429, -4.4221, -3.3011)  0.000
H (-0.7940, -3.1408, -2.0865)  0.002

Summary:
charge	-1
LUMO level (spin up / spin down)	0.0799 / 0.0693	hartree
HOMO-LUMO gap (spin up / spin down)	6.9 / 6.5	eV
ΔE to the lowest compared entry with this formula, charge and spin	9.8	kJ/mol
HOMO energy (spin up / spin down)	-4.68 / -4.58	eV
2S+1	2

---

no.,calculated total energy (eV)
1,-393859.208
2,-59100.801
3,-98356.956
4,-98359.546